# 1
C5H11N | wB97M-V/def2-TZVPD

```
17
Properties=species:S:1:pos:R:3:forces:R:3:lowdin_charge:R:1
N 0.0636 -0.0398 -0.4734 -0.235 1.685 0.472 -0.163
C -1.0125 -0.2289 0.5250 1.242 0.241 0.603 -0.217
C -1.2431 -1.5950 -0.0100 0.545 -1.248 -1.500 -0.144
C 0.6758 2.2445 0.3100 -0.828 0.249 -0.909 -0.096
C 0.2169 -1.4657 -0.5256 0.985 -2.072 0.544 -0.217
C 1.1602 0.8398 -0.0493 -0.632 -0.814 1.229 -0.250
H 1.6315 0.3620 0.8651 -0.208 0.550 -0.582 0.122
H -0.0523 2.2028 1.1004 -0.275 -0.181 0.590 0.049
H -1.4971 -2.4297 0.6542 -0.093 0.321 -0.348 0.106
H 1.9124 0.8748 -0.8009 0.600 -0.012 -0.772 0.096
H 0.1168 2.7926 -0.5033 0.898 -0.742 0.423 0.094
H 0.4235 -1.9138 -1.5090 0.111 0.245 0.226 0.105
H 0.9570 -1.9139 0.2275 -0.642 0.735 -0.707 0.128
H -0.5952 -0.2220 1.5440 0.094 -0.279 0.052 0.121
H 1.4823 2.8673 0.6731 0.286 0.111 -0.084 0.064
H -1.7986 -1.5489 -0.9712 -0.428 -0.205 1.037 0.117
H -1.8090 0.4397 0.5335 -1.418 1.414 -0.273 0.087
```
Forces are in eV/Å.

The calculation puts the molar mass at 85.2 g/mol. As for the gap between HOMO and LUMO: 9.9 eV. As for the multiplicity: 1. Its energy relative to the best compared isomer or geometry (same formula, charge and spin) is 34.1 kcal/mol. The total energy is -251.8082 a.u. Its net charge is 0.



# 2
C7H14N4 | wB97M-V/def2-TZVPD

```
25
Properties=species:S:1:pos:R:3:forces:R:3:lowdin_charge:R:1
N -2.7903 0.4011 -0.4115 2.089 1.183 -0.162 0.084
N -1.0856 2.0229 -0.2972 2.760 -0.417 0.190 0.106
N -0.5983 -0.4237 -0.2607 -8.815 0.187 -2.315 0.078
N -4.2513 -1.5125 0.0897 1.078 0.422 -0.041 0.145
C -3.4397 -0.7059 -0.1136 -1.634 -1.172 0.053 -0.316
C 1.4096 -1.9527 -0.5905 -1.763 -0.664 2.956 -0.061
C -1.3626 0.5894 -0.4281 0.728 -0.463 2.221 -0.363
C 1.2769 0.1465 0.7880 2.852 3.321 -0.080 -0.291
C 1.1996 0.3251 -1.6234 3.229 0.374 -1.311 -0.066
C 0.6750 -0.5346 -0.4110 8.070 1.392 -1.266 -0.819
C 0.4179 0.0491 2.0824 0.203 -2.728 0.303 -0.085
H 1.6781 -2.1432 0.7995 -0.769 -0.497 -4.601 0.150
H -3.3210 1.1939 -0.7153 -0.303 0.181 -0.026 0.141
H 1.9539 1.5553 -1.2086 -2.985 -3.124 -1.632 0.186
H 2.2702 -0.2475 -1.8670 -3.235 1.800 -0.609 0.073
H 0.2869 0.3578 -2.4561 3.062 0.360 1.713 0.131
H 0.2965 -2.5663 -0.9481 4.226 0.674 0.674 0.147
H -0.7256 0.0714 1.8393 2.377 -0.118 0.702 0.092
H 1.3559 1.1873 0.2299 -0.013 -1.327 2.939 0.034
H -0.0451 2.2933 -0.0078 -2.698 -1.443 -1.462 0.123
H 2.5834 -1.8950 -1.2004 -4.254 -0.661 1.831 0.139
H 2.4128 -0.1943 0.7717 -2.228 0.786 0.986 0.141
H -1.5457 2.3564 0.5313 -0.940 0.031 0.203 0.070
H 0.7320 -1.0420 2.4253 -1.303 1.881 -0.244 0.095
H 0.6165 0.6683 2.9823 0.265 0.025 -1.024 0.065
```
Forces are in eV/Å.

The calculation puts the molar mass at 154.2 g/mol. As for the gap between HOMO and LUMO: 9.5 eV. As for the multiplicity: 1. Its energy relative to the best compared isomer or geometry (same formula, charge and spin) is 195.1 kcal/mol. The total energy is -493.8185 a.u. Its net charge is 0.



# 3
C4H8O2 | wB97M-V/def2-TZVPD

```
14
Properties=species:S:1:pos:R:3:forces:R:3:lowdin_charge:R:1
O 0.2931 0.2288 1.4627 -0.288 -0.097 -0.004 0.009
O 0.8530 -1.1956 -1.0982 -0.045 -0.138 0.040 -0.192
C -0.8630 0.0098 0.9325 0.221 -0.008 -0.018 -0.148
C -0.9522 0.4224 -0.4427 -0.151 -0.083 -0.014 -0.092
C 1.2352 0.6317 0.4109 0.161 0.056 -0.145 -0.057
C 0.6068 0.0638 -0.9013 0.061 0.395 0.095 -0.503
H -0.8550 -1.9787 0.3693 -0.018 -0.033 0.039 0.093
H 1.3061 1.7247 0.4402 -0.012 -0.132 -0.046 0.129
H -1.7575 -0.0384 -1.0135 0.141 0.050 0.072 0.124
H 2.1849 0.1616 0.6642 -0.120 0.057 -0.046 0.133
H -0.9925 1.5158 -0.5051 0.039 -0.114 0.033 0.134
H -0.2494 -1.8971 -0.1613 -0.016 0.087 -0.038 0.099
H 0.8099 0.7456 -1.7550 -0.046 -0.103 0.128 0.135
H -1.6194 -0.3944 1.5972 0.072 0.063 -0.097 0.137
```
Forces are in eV/Å.

The calculation puts the molar mass at 88.1 g/mol. As for the gap between HOMO and LUMO (alpha / beta): 8.1 / 8.1 eV. As for the multiplicity: 1. Its energy relative to the best compared isomer or geometry (same formula, charge and spin) is 110.8 kcal/mol. The total energy is -307.5359 a.u. Its net charge is 0.



# 4
C4H6O3Pt | wB97M-V/def2-TZVPD

```
14
Properties=species:S:1:pos:R:3:forces:R:3:lowdin_charge:R:1
Pt -2.7310 1.4629 1.4184 -9.344 3.175 -0.687 0.147
O -1.1405 0.7746 1.6622 7.434 -3.996 1.627 -0.594
O -0.5639 1.7032 0.7367 2.190 1.035 -2.119 -0.343
O 2.7988 -0.2408 2.6448 0.058 0.340 0.388 -0.026
C -0.2731 1.1684 -0.4971 1.248 0.073 3.507 -0.316
C -0.1487 -0.1575 -0.7860 -3.424 0.975 -2.531 -0.097
C 1.9797 0.0432 1.5810 -0.334 -0.256 -0.896 -0.303
C 2.2525 -0.1364 0.2940 0.736 1.054 0.592 0.063
H -0.9311 0.1274 -1.6730 2.087 -1.426 -0.077 0.115
H -0.6710 -0.9069 -0.1902 0.408 0.440 0.485 0.038
H 3.6865 -0.4532 2.3357 -0.078 -0.043 -0.232 0.085
H 0.2521 1.9431 -1.0668 -0.970 -0.033 -0.360 0.121
H 3.1226 0.1200 -0.3134 -0.263 -0.776 0.058 0.026
H 0.9928 0.4068 1.8906 0.251 -0.562 0.246 0.084
```
Forces are in eV/Å.

The calculation puts the molar mass at 297.2 g/mol. As for the gap between HOMO and LUMO (alpha / beta): 4.4 / 6.0 eV. As for the multiplicity: 4. Its energy relative to the best compared isomer or geometry (same formula, charge and spin) is 91.2 kcal/mol. The total energy is -500.5993 a.u. Its net charge is -1.



# 5
C4H4F3N4OS | wB97M-V/def2-TZVPD

```
17
Properties=species:S:1:pos:R:3:forces:R:3:lowdin_charge:R:1
S 0.2356 0.9334 0.0755 -0.671 1.076 -1.311 0.862
F 0.5737 -1.4418 1.1404 0.562 0.324 -1.419 0.061
F 2.5455 -1.3067 0.1606 -0.663 -0.009 0.144 0.081
F 1.1307 -2.8083 -0.4468 -0.423 1.142 -0.279 0.082
O 0.0273 2.0635 -0.8241 -0.177 0.413 -0.365 -0.444
N -3.3017 -0.4188 -0.5318 0.365 -2.221 -1.674 -0.133
N -3.6501 0.3822 0.3874 -0.137 1.396 0.535 -0.137
N -1.9639 -0.5033 -0.6328 -0.239 -0.146 0.315 -0.038
N -2.5749 0.9577 0.8934 1.512 0.445 1.758 -0.043
C 0.7244 -0.5001 -1.1160 1.094 1.485 3.451 -0.094
C -1.5449 0.3290 0.3177 0.020 0.807 -0.553 -0.508
C 1.2131 -1.4735 -0.0934 2.492 -2.101 1.089 -0.603
C 1.7305 1.4230 0.9671 -1.707 -6.737 0.665 -0.193
H 0.0116 -1.0545 -1.6251 -1.893 0.144 -1.271 0.063
H 1.7687 0.8493 1.9533 0.198 0.910 -1.274 0.016
H 1.6429 2.4121 1.0071 -0.657 4.153 0.338 -0.084
H 1.4312 0.1568 -1.6326 0.324 -1.080 -0.149 0.112
```
Forces are in eV/Å.

The calculation puts the molar mass at 213.2 g/mol. As for the gap between HOMO and LUMO: 8.7 eV. As for the multiplicity: 1. Its energy relative to the best compared isomer or geometry (same formula, charge and spin) is 65.4 kcal/mol. The total energy is -1146.7458 a.u. Its net charge is -1.



# 6
C6H19N3O2PY | wB97M-V/def2-TZVPD

```
32
Properties=species:S:1:pos:R:3:forces:R:3:lowdin_charge:R:1
Y 21.6943 -7.0703 14.2655 1.776 3.881 -3.380 2.000
P 22.6089 -7.6155 10.7515 2.179 -0.911 -5.550 0.634
O 22.0025 -4.9907 13.8298 -0.893 -4.452 1.305 -0.382
O 22.4775 -7.7587 12.2746 -1.207 0.523 2.427 -0.446
N 21.7269 -6.5173 9.8661 -0.549 -0.654 1.475 -0.290
N 22.4239 -9.0956 9.9690 -0.841 1.646 1.880 -0.300
N 24.1608 -7.1919 10.3038 0.233 1.260 2.578 -0.302
C 22.7173 -10.2980 10.7375 0.361 -0.514 -0.556 -0.093
C 24.7408 -7.1403 8.9592 -1.889 -0.811 -0.674 -0.073
C 20.2570 -6.6777 9.8663 0.344 -1.077 0.006 -0.077
C 22.1846 -5.1215 9.8769 0.366 0.348 0.424 -0.070
C 25.2310 -7.3211 11.3012 0.294 -0.896 -0.013 -0.095
C 22.1981 -9.2305 8.5289 -0.714 -1.099 0.266 -0.082
H 23.1031 -5.0313 9.3032 -0.279 0.189 -0.340 0.080
H 22.4519 -4.7332 10.8673 -0.181 -0.248 0.124 0.071
H 25.5248 -6.3937 8.9149 0.253 -0.235 0.028 0.102
H 19.8214 -6.4507 10.8433 -0.215 0.626 -0.177 0.076
H 20.0013 -7.7284 9.7026 0.193 -0.010 -0.131 0.080
H 21.2486 -9.7562 8.3866 -0.059 0.116 -0.172 0.094
H 23.9826 -6.9029 8.2073 -0.066 0.506 0.250 0.079
H 22.1440 -8.2997 7.9770 0.248 0.136 0.222 0.080
H 21.9665 -4.2477 13.2249 0.051 0.190 -0.056 0.012
H 24.8847 -7.2494 12.3314 -0.118 0.243 -0.112 0.057
H 21.8255 -10.8567 11.0274 -0.014 0.075 0.115 0.090
H 19.8255 -6.1370 9.0299 -0.095 0.337 0.259 0.104
H 24.9923 -8.1541 8.6350 0.893 0.124 0.226 0.097
H 25.6777 -8.3194 11.1998 0.144 0.082 0.100 0.096
H 23.3254 -10.9608 10.1159 -0.122 -0.036 -0.052 0.098
H 21.3739 -4.4892 9.5244 0.179 -0.026 -0.383 0.099
H 26.0410 -6.6099 11.1444 -0.227 0.226 -0.049 0.095
H 23.3600 -10.0948 11.5948 -0.248 0.140 0.127 0.072
H 22.9532 -9.9108 8.1317 0.202 0.321 -0.166 0.096
```
Forces are in eV/Å.

The calculation puts the molar mass at 285.1 g/mol. As for the gap between HOMO and LUMO: 4.7 eV. As for the multiplicity: 1. Its energy relative to the best compared isomer or geometry (same formula, charge and spin) is 8.0 kcal/mol. The total energy is -933.9081 a.u. Its net charge is +2.



# 7
C3H5N3 | wB97M-V/def2-TZVPD

```
11
Properties=species:S:1:pos:R:3:forces:R:3:lowdin_charge:R:1
N -0.0548 -1.6775 -0.8509 1.452 0.423 -0.089 0.100
N -1.1057 -0.4061 1.5783 -0.736 0.837 -4.291 0.072
N 1.2552 1.6811 -1.0044 -0.414 -3.110 0.218 0.079
C 0.0673 -0.4191 -0.5316 -1.616 -1.924 0.399 -0.578
C 1.0008 0.5184 -0.3277 2.466 3.903 -1.388 -0.030
C -1.1682 -0.1605 0.2177 -0.809 0.607 2.573 -0.050
H -2.0179 -0.7271 1.8222 -0.109 -0.067 1.326 0.075
H -0.8101 -1.9921 -0.2510 -0.815 -0.803 -0.641 0.017
H -0.2526 -0.7138 1.9816 0.649 -0.490 0.786 0.086
H 1.0129 1.7648 -2.0369 0.448 0.223 1.903 0.139
H 2.0731 2.1318 -0.5973 -0.515 0.402 -0.795 0.089
```
Forces are in eV/Å.

The calculation puts the molar mass at 83.1 g/mol. As for the gap between HOMO and LUMO: 8.9 eV. As for the multiplicity: 1. Its energy relative to the best compared isomer or geometry (same formula, charge and spin) is 134.0 kcal/mol. The total energy is -281.3765 a.u. Its net charge is 0.



# 8
C22H41Cl3HgN3O4Si | wB97M-V/def2-TZVPD

```
75
Properties=species:S:1:pos:R:3:forces:R:3:lowdin_charge:R:1
Hg -0.7040 0.8814 -0.1087 0.735 -1.582 0.261 0.677
Cl 0.4882 1.8406 -1.8696 -0.060 0.029 0.202 -0.037
Cl -0.6870 2.6915 -5.1322 0.029 0.582 -0.265 0.249
Cl -2.2912 0.1198 1.4184 -0.330 0.459 0.006 -0.083
Si -0.4103 4.5537 -4.1793 -0.038 -0.237 -0.328 0.110
O 0.3584 2.4681 2.0308 -1.087 1.341 -0.220 -0.065
O 2.4606 0.2362 0.6338 0.240 -0.508 -0.099 -0.037
O -0.0138 -1.7497 -0.1445 1.430 1.565 -0.378 -0.285
O 0.6052 -1.1753 2.7955 -0.523 0.428 1.744 0.024
N -0.0714 4.6488 2.5718 -0.200 0.353 0.084 -0.200
N 0.3221 -2.0706 4.8529 0.096 -0.111 0.319 0.145
N 2.9380 -1.6383 -0.6144 0.032 0.249 0.372 -0.194
C 2.7187 -0.9541 0.5556 -0.402 -0.139 -0.418 -0.355
C -0.6473 -4.4520 -1.8374 -0.361 0.268 -0.146 -0.135
C -1.5935 4.4077 -2.7474 0.084 -0.014 0.295 -0.255
C -0.9991 -5.5924 2.9892 0.145 0.039 0.075 -0.131
C -0.4406 -5.0706 -3.1866 0.036 -0.238 -0.252 -0.120
C -0.3445 3.4817 1.9610 0.782 -1.485 -0.075 -0.340
C -1.6245 -2.2448 -2.6150 0.179 0.265 -0.196 -0.056
C 0.1821 -1.0570 3.9446 0.649 -0.351 -1.289 -0.563
C -0.9750 -3.6492 0.9838 -0.351 0.331 -0.904 -0.159
C 3.1158 -3.0783 -0.6205 -0.307 0.186 0.173 -0.080
C 0.2150 -5.0124 2.5943 -0.408 0.360 -0.273 -0.110
C 2.5643 -1.0394 -1.8810 -0.017 -0.101 -0.169 -0.082
C -1.0193 -2.6129 -0.1792 -1.094 -0.075 0.287 -0.539
C -2.1817 -4.2232 1.3823 0.427 -0.459 0.342 -0.042
C 0.2183 -4.0114 1.6098 -0.132 -0.415 0.181 -0.044
C 1.4283 4.7032 -3.8607 -0.039 -0.106 0.232 -0.232
C -0.8873 6.0525 -5.2283 -0.140 -0.066 -0.192 -0.220
C 1.1010 4.8175 3.4093 -0.066 0.195 -0.020 -0.040
C -2.1951 -5.1907 2.3900 0.012 0.175 -0.132 -0.110
C -1.1281 -3.2245 -1.5992 0.453 -0.816 0.865 -0.232
C -0.9738 5.7738 2.3979 0.203 -0.162 0.063 -0.061
C -0.5326 0.1596 4.4762 -0.137 0.272 -0.144 -0.034
H 0.0767 -1.9544 5.8238 0.051 -0.053 -0.302 0.083
H 1.9818 4.8535 -4.7999 -0.248 -0.038 0.218 0.032
H 1.6860 3.8943 3.4348 -0.238 0.159 -0.103 0.093
H -1.5248 5.2731 -2.0751 -0.102 -0.111 -0.077 0.027
H 3.7831 -3.3633 -1.4423 0.030 0.074 0.151 0.077
H -0.6122 -4.3590 -4.0049 0.042 -0.249 0.192 0.053
H 2.4340 0.0414 -1.7583 0.036 -0.409 0.008 0.018
H -1.3383 3.4964 -2.1847 -0.130 0.399 -0.185 -0.062
H -0.4544 6.6121 1.9181 -0.102 -0.051 0.064 0.086
H 1.6267 -1.4866 -2.2566 0.184 0.212 0.291 0.083
H -0.2419 6.2166 -6.0984 -0.011 -0.181 0.135 0.023
H 0.5887 -5.4480 -3.2801 -0.143 0.104 -0.026 0.062
H -2.6264 4.3089 -3.1164 0.318 0.123 0.051 0.035
H -1.5407 -2.6082 -3.6453 -0.041 0.129 0.173 0.057
H 0.7968 5.1011 4.4224 0.010 -0.139 -0.003 0.086
H 1.1410 -3.5095 1.3189 -0.341 -0.065 0.019 0.087
H -0.0115 1.0532 4.1237 -0.079 -0.126 -0.003 0.065
H -2.6789 -1.9771 -2.4312 0.286 -0.142 0.041 0.084
H -3.1016 -3.9227 0.8796 0.172 -0.035 0.142 0.114
H -0.3841 -5.0923 -0.9886 0.055 0.314 -0.161 0.101
H -1.0336 -1.3189 -2.5153 -0.184 -0.228 -0.090 0.064
H 3.5652 -3.3850 0.3313 -0.091 -0.047 -0.187 0.080
H -0.8051 6.9542 -4.6074 0.026 -0.154 0.049 0.027
H 2.1575 -3.6061 -0.7614 0.149 0.194 0.039 0.076
H -1.9194 6.0166 -5.5910 0.072 -0.093 0.073 0.022
H 1.7144 5.6372 3.0225 0.065 -0.111 -0.046 0.087
H 1.8068 3.7983 -3.3692 -0.059 0.253 -0.070 -0.014
H -3.1473 -5.6249 2.6967 0.241 0.010 0.027 0.087
H -1.0151 -6.3416 3.7842 0.020 0.145 -0.243 0.084
H 2.7918 -1.6065 1.4547 0.092 0.245 -0.285 0.122
H 0.8389 -2.8854 4.5640 -0.157 -0.020 -0.018 0.089
H -1.9730 -2.0553 -0.0423 -0.351 -0.451 0.198 0.060
H 1.1570 -5.3280 3.0475 -0.237 0.048 -0.027 0.089
H -1.3673 6.1055 3.3664 0.012 0.002 -0.137 0.086
H -1.8067 5.4567 1.7595 0.173 0.174 0.179 0.083
H 3.3547 -1.2452 -2.6160 -0.040 0.127 0.052 0.077
H -1.2925 3.5375 1.3789 0.356 -0.229 0.126 0.122
H -1.0946 -5.9426 -3.3401 0.061 0.159 -0.033 0.063
H 1.6176 5.5653 -3.2064 0.048 -0.144 -0.097 0.031
H -1.5371 0.1782 4.0405 0.166 0.023 0.062 0.032
H -0.6085 0.1713 5.5706 0.044 -0.049 -0.200 0.065
```
Forces are in eV/Å.

The calculation puts the molar mass at 746.6 g/mol. As for the gap between HOMO and LUMO: 6.1 eV. As for the multiplicity: 1. Its energy relative to the best compared isomer or geometry (same formula, charge and spin) is 0.0 kcal/mol. The total energy is -3151.7922 a.u. Its net charge is -1.



Max |F| for the records above, in order: 0.0459 0.1773 0.0080 0.1924 0.1358 0.1173 0.0937 0.0419 hartree/bohr